The following is a quantum chemistry calculation of a structure of composition C34H36B2N16O6S2Ti in a non-equilibrium geometry, from OMol25.

Geometry as XYZ:
```
97
Properties=species:S:1:pos:R:3:forces:R:3
Ti 0.07882 -0.32808 -0.33490 1.385 0.267 0.439
C 4.13544 0.89224 1.32839 0.109 -0.189 0.217
C 3.03556 1.15380 0.50815 -0.068 0.126 -0.029
N 2.29816 0.04998 0.33505 0.232 -0.051 0.207
N 2.93145 -0.94569 1.01178 0.541 0.905 0.104
C 4.02485 -0.45792 1.62965 0.114 0.010 0.124
B 2.37014 -2.36997 0.91586 0.018 -0.497 -0.330
N 1.04190 -2.32345 1.66195 -0.640 -0.835 0.731
C 0.46492 -3.19714 2.51831 -0.410 0.715 -0.009
C -0.63744 -2.57096 3.09145 0.074 0.320 -0.127
C -0.67412 -1.30497 2.50537 0.188 -0.311 0.242
N 0.33659 -1.17023 1.62928 -0.402 -0.019 0.689
N 2.12691 -2.62529 -0.57322 0.301 -0.339 -0.529
C 2.59695 -3.61681 -1.35757 -0.088 0.172 0.088
C 2.11560 -3.41919 -2.63796 -0.007 0.256 -0.245
C 1.32927 -2.26711 -2.55317 0.371 -0.371 0.140
N 1.36424 -1.78558 -1.30183 -0.399 -0.023 -0.291
N 3.29022 -3.44717 1.43232 0.942 -0.340 0.172
C 4.63964 -3.59970 1.27069 0.257 -0.193 0.071
C 4.96796 -4.90701 1.58062 0.224 0.345 -0.140
C 3.73964 -5.50939 1.90264 -0.258 0.252 -0.091
N 2.75587 -4.62915 1.79791 -0.398 -0.664 0.147
H 4.90437 1.58223 1.66482 -0.247 -0.240 -0.192
H 2.77267 2.09932 0.04054 -0.068 -0.370 0.124
H 4.65200 -1.08820 2.26209 -0.294 0.218 -0.355
H 0.87287 -4.17700 2.67205 0.100 0.021 -0.048
H -1.31884 -2.98252 3.82756 0.206 0.107 -0.212
H -1.34910 -0.47573 2.68578 0.106 -0.275 -0.191
H 3.23707 -4.39837 -0.95845 -0.216 0.245 -0.049
H 2.29451 -4.03380 -3.51506 -0.077 0.214 0.318
H 0.74445 -1.78161 -3.32059 0.078 -0.100 0.160
H 5.27436 -2.78468 0.94811 -0.109 -0.159 -0.009
H 5.94866 -5.37204 1.57961 -0.258 0.247 -0.035
H 3.52511 -6.54259 2.18541 0.087 0.517 -0.086
C 1.59664 0.46577 4.09805 -0.037 0.106 0.390
C 1.33712 1.56161 3.13789 0.511 -0.644 0.744
C 1.88927 2.86555 3.17610 0.312 2.017 -0.654
C 1.28420 3.53813 2.13747 1.836 0.770 1.690
N 0.41182 2.68375 1.54131 0.390 -2.478 1.769
N 0.46699 1.47827 2.13393 -1.700 1.022 -1.962
B -0.57760 2.99852 0.42523 -1.474 0.372 -1.162
N 0.11032 2.78285 -0.90924 0.376 0.422 -0.193
C 0.40281 3.68998 -1.86288 0.332 0.084 -0.330
C 1.21180 3.08790 -2.80155 0.051 -0.065 0.143
C 1.39201 1.77032 -2.34260 -0.205 0.628 0.278
C 2.22019 0.75058 -3.01534 0.293 -0.581 -0.455
N 0.71387 1.59939 -1.19014 0.269 0.088 -0.224
N -1.77310 2.07048 0.55120 -0.542 0.259 0.327
C -3.03478 2.47440 0.81952 0.017 0.388 -0.018
C -3.82464 1.36727 0.96346 0.095 -0.288 0.073
C -2.97266 0.26851 0.74924 -0.209 0.816 0.198
C -3.50142 -1.10971 0.75047 -0.230 -0.640 0.182
N -1.71958 0.71499 0.50365 0.255 -0.666 -0.099
N -1.06375 4.42896 0.56416 0.176 0.556 0.925
C -1.35284 5.10726 1.71890 -0.118 -0.019 0.241
C -2.08215 6.22436 1.38967 0.089 0.066 0.123
C -2.20488 6.17947 -0.02473 0.699 -0.982 0.876
C -2.88974 7.12529 -0.92226 -0.425 0.516 -0.563
N -1.59162 5.09384 -0.47801 -0.526 0.300 -0.879
H 2.16310 0.86482 4.95998 -0.261 -0.270 -0.456
H 2.18198 -0.35436 3.63845 -0.345 0.302 0.056
H 0.63788 0.03431 4.45689 0.535 0.143 -0.303
H 2.63074 3.23155 3.88394 -0.291 -0.054 -0.319
H 1.39643 4.56451 1.80638 -0.057 -0.258 0.008
H 0.00114 4.69219 -1.81056 0.088 -0.285 0.016
H 1.63751 3.52705 -3.70514 -0.248 -0.213 0.444
H 3.02792 1.25883 -3.57987 -0.462 -0.332 0.326
H 1.58915 0.19723 -3.74692 0.506 0.289 0.453
H 2.66322 0.03791 -2.29594 -0.219 0.389 -0.526
H -3.30053 3.53074 0.88424 0.233 -0.469 -0.038
H -4.89097 1.31871 1.17605 0.454 0.055 -0.108
H -4.47263 -1.09857 1.28316 0.536 -0.066 -0.287
H -2.84077 -1.86438 1.20483 -0.517 0.492 -0.134
H -3.70011 -1.41426 -0.29177 0.009 0.070 0.434
H -1.03890 4.74091 2.69351 -0.142 0.093 -0.255
H -2.46435 6.99534 2.05404 0.165 -0.309 -0.150
H -2.76296 8.16349 -0.55506 -0.102 -0.558 -0.326
H -3.97411 6.89733 -0.95413 0.528 0.212 -0.042
H -2.48272 7.02841 -1.94627 -0.282 0.159 0.519
O -0.38919 -3.89465 -1.25507 -0.393 0.277 0.236
S -1.50013 -3.15476 -0.71828 -0.345 -2.366 -0.720
O -2.23608 -3.79922 0.33447 0.097 0.310 -0.202
O -1.07314 -1.79074 -0.27923 -0.567 0.214 0.322
C -2.62760 -2.90070 -2.08907 0.204 -0.117 0.398
C -3.41948 -4.01616 -2.34925 0.052 -0.386 0.405
C -4.29021 -4.02690 -3.42697 -0.156 -0.448 0.139
C -4.36699 -2.92242 -4.25737 -0.237 0.087 -0.344
C -3.58249 -1.81403 -4.00163 0.113 0.658 -0.381
C -2.70641 -1.79227 -2.91840 0.257 0.432 -0.148
S -1.96230 -0.15727 -2.72188 -2.363 0.635 -1.286
O -1.80272 0.36442 -4.05302 0.410 -0.295 0.416
O -2.85872 0.56474 -1.85487 0.288 -0.276 -0.473
O -0.60952 -0.28815 -2.08914 0.642 -0.173 -0.285
H -3.33729 -4.87101 -1.66251 -0.123 0.400 -0.454
H -4.91584 -4.90517 -3.60945 0.257 0.326 0.056
H -5.04607 -2.91588 -5.11184 0.210 -0.011 0.275
H -3.61582 -0.91559 -4.63843 -0.101 -0.669 0.309
```
Forces are in eV/Å.

Values from the calculation:
* relative energy (zero: lowest compared OMol25 entry of this formula, charge and spin): 0.0 kcal/mol
* multiplicity: 2
* charge: +1
* HOMO-LUMO gap (alpha / beta): 7.41 / 4.10 eV
* calculated total energy: -118106.8314 eV
* ⟨S²⟩: 0.7591

---

The following is a quantum chemistry calculation of the molecule C25H22Br2N2O3 in a non-equilibrium geometry, from OMol25.

Geometry as XYZ:
```
54
Properties=species:S:1:pos:R:3:forces:R:3
C 4.23370 3.62790 -3.32982 -0.338 -0.049 0.161
O 2.81266 3.44637 -3.23503 0.038 -0.219 0.341
C 2.33618 2.46593 -2.41319 -0.010 -0.738 0.239
C 3.12279 1.71825 -1.49752 -0.564 0.055 -0.692
C 2.55598 0.59384 -0.86118 0.124 0.226 0.903
C 1.18748 0.22068 -0.97593 -0.301 0.523 -0.015
C 0.46445 -0.92168 -0.14167 3.926 1.644 2.480
C 1.41443 -2.17329 -0.04430 -0.032 0.910 0.768
C 1.00441 -2.94197 1.02628 -0.127 -0.640 1.132
C 1.75594 -3.92413 1.59223 1.261 -0.595 -0.518
Br 0.96547 -5.04903 2.91519 0.284 0.234 -0.077
C 3.14284 -4.23680 1.13105 -1.290 0.166 -0.191
O 3.84267 -5.12033 1.61020 0.153 -0.164 0.230
C 3.52966 -3.40583 -0.01486 -1.318 -0.197 0.506
Br 5.12505 -3.97562 -0.84495 0.142 0.393 -0.142
C 2.71306 -2.41427 -0.54748 0.632 0.653 -0.233
C 0.45965 1.02803 -1.84716 -0.170 0.180 0.112
C 0.97633 2.12680 -2.53546 0.366 -0.190 0.023
H 4.37487 4.38249 -4.11246 0.014 -0.246 0.303
H 4.63261 3.98712 -2.37248 0.025 0.015 -0.247
H 4.73953 2.69064 -3.60842 -0.194 0.234 0.050
H 4.17581 2.02307 -1.33140 -0.841 -0.604 -0.027
H 3.23843 0.05805 -0.19611 -0.456 0.089 -0.100
H 0.31841 -0.61059 0.97180 1.465 0.233 -1.422
H 0.09810 -2.66074 1.56262 -0.173 -0.312 -0.215
H 3.21163 -1.74666 -1.27677 -0.740 -0.681 0.078
H -0.58268 0.78329 -1.97603 -0.356 0.135 -0.156
H 0.32542 2.70122 -3.19170 0.249 -0.106 0.052
C -4.28424 3.84268 4.09040 0.292 0.079 -0.390
O -3.23471 3.76745 3.08000 -0.855 -0.119 0.732
C -3.03792 2.56802 2.48005 0.225 -0.112 0.023
C -1.78314 2.38873 1.88086 -0.759 -0.434 0.303
C -1.43990 1.18497 1.31466 -0.002 -0.116 -0.448
C -2.34752 0.11066 1.27270 -0.898 1.634 0.776
N -2.07718 -1.00473 0.45903 -0.303 -1.136 -2.075
C -0.91613 -1.29605 -0.24780 -2.422 -1.665 -1.379
N -1.22692 -2.28647 -1.08825 -0.562 0.365 -1.321
C -0.34793 -2.86683 -2.11220 0.390 -0.768 -0.536
C -2.59101 -2.50931 -1.11186 1.071 0.550 1.103
C -3.14724 -1.75846 -0.15281 1.166 0.643 -0.112
C -3.62791 0.29213 1.86126 0.938 0.708 -0.110
C -3.97060 1.52990 2.43826 0.226 -0.485 0.104
H -4.12924 4.80263 4.59684 -0.035 -0.300 -0.219
H -5.28704 3.83967 3.62527 0.453 -0.066 0.179
H -4.19631 3.02647 4.83440 0.022 0.304 -0.506
H -1.08706 3.19622 1.84061 0.292 0.450 0.174
H -0.45802 1.15608 0.83789 -0.475 -0.189 0.057
H 0.67139 -2.46207 -2.15496 -0.719 0.072 0.364
H -0.25009 -3.95031 -1.93759 -0.037 0.433 0.108
H -0.79249 -2.72702 -3.09717 -0.275 0.107 0.094
H -3.04148 -3.09721 -1.85068 -0.462 -0.885 -0.672
H -4.21203 -1.59666 -0.08981 0.280 0.268 0.777
H -4.39263 -0.47074 1.90047 0.204 -0.220 -0.215
H -4.96754 1.64750 2.87496 0.476 -0.065 -0.156
```
Forces are in eV/Å.

Values from the calculation:
* charge: 0
* HOMO-LUMO gap: 5.58 eV
* calculated total energy: -175485.4651 eV

---

Question: The lowest calculated total energy belongs to which entry?
Answer: C25H22Br2N2O3